# 1
Below is a 3-piece molecular cluster, C2H11N2O2 overall, with properties calculated with wB97M-V/def2-TZVPD.

Computed properties:
**Orbital gap**: 10.86 eV
**Total charge**: +1
**Strongest force on any atom**: 0.065 hartree/bohr
**Spin multiplicity**: 1
**Relative energy (zero: lowest compared OMol25 entry of this formula, charge and spin)**: 28.5 kcal per mole

Geometry as XYZ:
```
17
Properties=species:S:1:pos:R:3:forces:R:3:mulliken_charge:R:1
H -0.376832 -1.758823 1.935682 -0.18 0.25 -0.09 0.361
H 2.394463 -1.152098 2.130750 -0.30 -0.20 0.02 0.310
H 1.506592 -0.399576 3.096717 -0.19 -0.16 -0.07 0.318
O 1.466347 -1.066681 2.396621 0.43 0.32 -0.01 -0.627
N -0.049305 1.114978 -0.788508 0.52 -1.78 0.76 -0.196
C -0.216190 2.280243 -1.631897 1.31 1.39 -0.23 -0.860
H -1.779828 -1.851852 2.544006 0.38 0.47 -1.50 0.317
H 0.779630 2.735575 -1.888205 -0.94 -0.69 -0.22 0.289
C 0.300083 -0.104988 -1.248125 -2.04 2.63 0.09 0.162
H -0.095917 -1.823276 -1.615335 -0.95 -1.69 1.12 0.250
H -1.012636 -1.202998 -0.086776 -0.22 -0.70 -0.22 0.287
N -0.415993 -1.159899 -0.923802 2.58 0.78 -1.25 -0.247
O -1.311330 -1.582925 1.705278 -0.02 -0.54 1.44 -0.711
H -0.696579 3.084909 -1.049969 -0.06 -0.63 -0.24 0.342
H -0.825444 1.988693 -2.491436 0.23 0.52 -0.04 0.340
H -0.709380 1.065014 -0.022913 -0.06 0.01 0.02 0.252
H 1.042319 -0.166298 -2.062087 -0.50 0.01 0.42 0.414
```
Forces are in eV/Å.

# 2
Below is an isolated ion of composition C6H11O and charge -1, with properties calculated with wB97M-V/def2-TZVPD.

Computed properties:
**Orbital gap**: 6.17 eV
**Total charge**: -1
**SMILES**: C/C=C/CCC[O-]
**Strongest force on any atom**: 0.021 hartree/bohr
**Spin multiplicity**: 1
**Relative energy (zero: lowest compared OMol25 entry of this formula, charge and spin)**: 7.6 kcal per mole

Geometry as XYZ:
```
18
Properties=species:S:1:pos:R:3:forces:R:3:mulliken_charge:R:1
H 1.520283 0.696869 -2.892194 0.30 -0.23 0.27 0.341
O 1.597635 1.438174 1.479005 0.16 -0.06 -0.30 -0.889
H -1.561257 -0.718693 -1.524709 -0.18 -0.01 0.04 0.273
H 1.064234 -1.053547 -2.890439 0.38 0.00 -0.32 0.242
H -1.201167 0.468214 2.538013 -0.08 0.03 0.14 0.407
C 0.893103 0.381408 1.897424 0.24 -0.18 0.80 -0.649
C 0.356152 -0.043179 -1.173766 0.52 0.64 -0.50 0.147
H -0.932514 -1.607117 1.020230 0.05 0.04 0.00 0.279
C -1.210975 -0.601315 0.683561 -0.80 0.73 -0.10 -0.683
H 1.119626 0.312303 -0.480782 -0.15 -0.07 0.19 0.259
H 1.013054 0.175140 3.006370 -0.23 0.24 0.00 0.283
C 0.761722 -0.041624 -2.633332 -0.86 0.29 0.06 -1.265
H -0.089409 0.226154 -3.271529 -0.08 -0.26 0.05 0.308
H -0.758536 1.455265 1.141825 -0.13 0.10 -0.05 0.225
H 1.222592 -0.623103 1.514850 0.06 -0.09 -0.46 0.196
C -0.636546 0.476896 1.602683 0.20 -0.26 0.16 -0.515
H -2.309499 -0.536039 0.745140 0.09 -0.23 0.07 0.304
C -0.848499 -0.405804 -0.762348 0.52 -0.68 -0.02 -0.263
```
Forces are in eV/Å.

# 3
Below is C39H26F4IN4OsP2 as an isolated structure, with properties calculated with wB97M-V/def2-TZVPD.

Computed properties:
**Orbital gap**: 4.76 eV
**Total charge**: +3
**Strongest force on any atom**: 0.014 hartree/bohr
**Spin multiplicity**: 1

Geometry as XYZ:
```
77
Properties=species:S:1:pos:R:3:forces:R:3:mulliken_charge:R:1
H -3.393294 4.497654 -0.635127 -0.02 0.01 -0.01 0.451
C -0.213175 -4.637821 3.811069 0.04 0.01 -0.04 -0.946
H -1.712738 -3.184177 4.206928 -0.01 0.03 0.02 0.575
P 0.028522 1.505640 1.123741 0.22 -0.06 0.06 0.536
Os -1.328439 -0.087127 0.241467 -0.46 -0.04 -0.37 1.376
H -1.786608 6.176855 -1.468855 0.01 0.01 0.00 0.454
C -0.058826 5.101494 -0.794508 0.01 -0.01 0.00 -0.819
H 1.480191 3.828421 -0.019794 0.01 0.00 0.01 0.488
N 0.850720 3.849690 -7.748320 0.02 0.08 -0.07 -0.381
C 2.906138 -0.255816 -5.990251 0.02 0.08 -0.14 0.346
H 2.203631 1.467590 3.164873 -0.02 0.02 0.02 0.295
H 5.650420 1.030095 0.700617 0.02 -0.01 0.00 0.450
C 0.891876 -4.981556 3.041917 0.00 -0.02 0.02 -0.609
C 3.778192 1.117330 -0.344110 0.02 -0.01 0.03 -0.862
C 2.657114 -2.487395 -2.261006 0.03 0.10 -0.09 -0.588
C -4.905838 -0.483855 4.118507 0.05 0.14 0.10 -0.533
C 2.808868 -0.989659 -4.861788 -0.04 -0.05 0.10 -0.297
H -6.814872 -1.461964 3.874402 -0.02 -0.02 0.02 0.513
C -0.471043 -2.614132 2.519208 0.00 -0.10 0.02 0.982
H -5.876898 -3.131079 2.296042 -0.02 -0.01 -0.04 0.542
C 1.857466 -0.691719 -3.823972 0.03 0.23 -0.27 0.874
H 1.791973 1.255168 -1.115064 -0.04 0.08 -0.03 0.882
F 0.253889 2.191605 -5.360591 0.09 -0.09 0.04 -0.267
H 2.198697 -4.403415 1.442271 0.01 0.01 -0.02 0.516
C -3.540789 -0.377945 3.757528 -0.14 -0.14 -0.06 -1.203
C -1.863193 3.210006 0.136222 -0.06 -0.07 -0.06 -0.589
C 2.405476 1.229528 -0.222643 -0.01 0.00 -0.01 -0.598
P -1.246408 -1.016563 2.257130 0.00 -0.35 0.25 1.182
H -2.587485 2.487938 0.516470 0.02 0.01 0.08 0.262
C 3.999297 1.234779 2.049227 0.01 0.00 -0.05 -0.861
H 4.621568 1.244834 2.932965 0.00 0.01 0.02 0.477
H -4.229732 -3.578530 0.567762 -0.02 0.02 0.03 0.771
C -2.989782 -1.254371 2.868900 0.16 0.16 0.00 0.244
N 0.128426 -1.007453 -0.738976 -0.04 0.70 -0.21 -0.980
H -3.478047 -3.245363 2.937198 0.00 0.02 0.03 0.224
N 3.290560 -3.334568 -1.814839 0.02 -0.11 0.08 -0.451
C 0.993531 0.427344 -4.104687 -0.05 -0.08 0.18 0.193
C 2.074811 0.913251 -6.250398 -0.08 -0.13 0.26 0.068
H -2.962905 0.417876 4.206688 0.04 -0.01 0.00 0.426
F 3.610297 -2.025239 -4.675725 0.01 0.04 -0.07 -0.290
C 2.622368 1.356068 2.173874 -0.01 -0.04 0.02 -0.526
H -2.527910 -3.114939 0.767414 -0.04 -0.03 -0.02 0.331
H 4.233826 1.040267 -1.322603 0.00 0.00 0.00 0.495
C 2.219981 1.696135 -7.356661 0.08 0.10 -0.10 1.358
H -5.291502 0.218282 4.850264 -0.02 0.02 -0.01 0.508
F 3.802149 -0.587339 -6.886778 -0.02 -0.02 0.07 -0.254
H -0.802680 0.037096 4.442515 -0.03 0.01 -0.02 0.850
C -3.556582 -2.790409 0.896824 0.09 -0.18 0.13 -1.217
C 1.458144 2.891060 -7.576164 -0.08 -0.17 0.13 -0.203
C 4.576737 1.115057 0.794306 -0.01 -0.01 0.02 -0.717
C -5.252322 -2.344351 2.706030 -0.16 0.09 0.10 -0.578
I -3.809743 -1.163350 -0.460361 0.08 0.10 -0.19 0.069
C -0.453511 1.563779 2.884188 0.05 0.13 0.06 -1.003
H 0.200625 2.230959 3.448648 -0.03 -0.02 0.00 0.731
C -0.888767 -3.455969 3.556745 -0.01 0.03 0.06 -0.568
H 1.420552 -5.903634 3.241414 0.00 -0.01 0.00 0.451
H 0.639686 5.847864 -1.147407 -0.01 0.01 0.00 0.471
C 1.799738 -1.409470 -2.650335 -0.20 0.06 0.31 0.765
C 0.866468 -1.113960 -1.620021 -0.01 -0.47 -0.08 0.937
H 0.600106 -0.245996 3.445379 -0.02 0.05 0.03 0.540
N 3.862070 1.250342 -9.293897 0.09 0.02 -0.07 -0.321
F 0.052293 0.731463 -3.186907 0.14 -0.03 -0.09 -0.239
C -5.773858 -1.439493 3.585677 0.19 -0.14 -0.12 -0.913
H -1.454162 2.005480 2.914859 0.01 -0.02 0.01 0.410
C -0.487357 3.012500 0.312919 0.05 0.10 -0.01 0.954
C 1.812477 1.345304 1.039123 0.06 0.08 -0.03 0.640
C 1.329807 -4.139697 2.029929 0.00 0.02 -0.02 -0.814
C 0.654292 -2.957709 1.765832 -0.05 -0.04 0.00 -0.407
C -0.426609 0.136084 3.422754 0.06 -0.11 0.08 -1.381
C 3.156193 1.427631 -8.406074 -0.12 -0.05 0.12 -0.212
C -1.423746 5.287331 -0.972257 -0.05 -0.01 0.02 -0.585
C -2.331450 4.342396 -0.506480 0.05 0.03 -0.03 -0.859
C 1.088039 1.184840 -5.211359 0.02 0.04 -0.13 0.118
H -0.536963 -5.283425 4.615459 -0.01 0.00 0.02 0.467
C 0.415961 3.965407 -0.157515 -0.03 0.00 0.00 -0.395
C -3.827955 -2.363217 2.341107 0.06 0.02 -0.07 0.999
H 1.011977 -2.309713 0.979119 0.01 0.01 0.02 0.241
```
Forces are in eV/Å.

Q: What is the total charge in the second record?
A: -1